[1]
60
Properties=species:S:1:pos:R:3 method="wB97M-V/def2-TZVPD" multiplicity=4 homo_energy_ha="-0.3921 / -0.3922" de_lowest_kcal_mol=0.0 max_force_ha_per_bohr=0.0525 total_charge=+1
Er 0.381 -0.454 -0.710
Cl 3.526 -1.816 4.014
Cl 2.232 -0.870 1.330
Cl -1.430 -2.982 5.896
Cl -2.697 -1.977 3.204
Cl 1.686 -2.909 6.300
S 1.780 0.113 -2.925
S 1.509 1.987 -2.295
O -0.674 -1.061 1.275
O 0.477 -2.716 -0.958
O 0.381 -0.487 -3.030
O 2.298 -0.609 -1.680
O -1.456 -1.886 -1.628
O 2.566 -0.091 -4.094
N -0.003 1.659 0.723
N -1.664 1.117 -1.719
N -1.043 -2.609 -4.107
N -3.190 -0.365 0.502
C 1.229 -1.465 2.627
C -0.765 -4.803 -3.115
C -1.958 -3.606 -4.791
C -3.465 1.095 0.782
C -0.180 -1.482 2.397
C -0.407 -2.400 4.647
C -3.745 1.834 -0.524
C 1.005 -2.370 4.833
C -0.460 -2.642 -1.786
C -2.161 -4.670 -3.727
C -0.241 -3.362 -3.065
C -0.971 -1.955 3.443
C -1.652 3.157 -0.357
C -2.386 1.770 1.637
C -1.216 2.492 0.945
C -2.484 2.264 -1.270
C 1.820 -1.892 3.821
H -0.128 -5.398 -3.770
H -0.784 3.550 -0.891
H -2.526 -5.595 -4.167
H -4.368 1.058 1.389
H -1.576 -1.899 -3.604
H -4.408 1.233 -1.156
H -0.749 -5.260 -2.129
H -2.462 -0.761 1.173
H 0.811 -3.249 -3.317
H -4.048 -0.913 0.572
H -0.931 3.293 1.634
H -1.405 -3.989 -5.646
H -0.804 1.516 -2.111
H -4.312 2.735 -0.284
H -2.027 1.080 2.404
H -2.802 -0.519 -0.442
H -2.841 -3.074 -5.134
H -2.893 -4.337 -2.991
H 0.402 1.418 1.633
H -2.787 2.849 -2.142
H -2.093 0.651 -2.520
H -2.262 4.029 -0.106
H 0.706 2.253 0.265
H -2.937 2.541 2.182
H -0.415 -2.112 -4.741

=====

[2]
71
Properties=species:S:1:pos:R:3 method="wB97M-V/def2-TZVPD" multiplicity=3 homo_energy_ha="-0.3636 / -0.4126" de_lowest_kcal_mol=3.8 max_force_ha_per_bohr=0.0136 total_charge=+1
Ti 0.747 -1.319 0.434
O 2.264 -2.725 0.384
N -6.261 4.540 1.186
N 1.360 0.191 1.897
N 2.680 -5.576 4.125
N -0.874 0.034 0.605
N -0.259 -2.451 2.239
N 2.027 2.265 3.611
N 3.780 -4.259 1.051
N -3.001 -3.009 -2.326
N -0.863 -2.141 -0.782
C -5.962 3.964 0.026
C -3.118 0.640 0.085
C 3.844 0.146 -0.659
C 0.519 1.222 2.094
C 2.285 -0.697 -2.318
C -1.862 -3.691 -2.270
C -0.769 1.124 1.383
C 5.109 -0.010 0.139
C 0.657 -3.145 2.415
C -4.921 3.062 -0.135
C 1.845 -3.880 2.395
C -0.646 1.740 -2.764
C 1.501 0.458 -2.239
C 2.502 0.185 2.580
C 0.880 2.258 2.945
C 2.627 -3.607 1.247
C -4.138 2.745 0.968
C 2.253 -4.817 3.371
C 3.040 1.272 -0.542
C -2.035 -0.215 -0.018
C -3.073 -1.901 -1.602
C -2.018 -1.449 -0.820
C -1.806 2.028 1.518
C 2.828 1.219 3.443
C -0.794 -3.262 -1.501
C -0.233 -0.457 -3.895
C 1.882 1.417 -1.295
C -5.512 4.228 2.239
C -4.443 3.346 2.183
C 0.425 0.774 -3.272
C 3.434 -0.839 -1.552
C -3.008 1.796 0.852
H -4.008 -1.357 -1.654
H -4.711 2.641 -1.110
H -3.884 3.113 3.080
H -0.790 -1.027 -3.150
H 0.134 -3.819 -1.457
H -4.050 0.411 -0.412
H 4.069 -4.995 1.675
H -5.781 4.703 3.175
H -6.583 4.240 -0.818
H 5.168 0.729 0.938
H 0.234 3.114 3.095
H 3.321 2.059 0.151
H -1.391 1.903 -3.543
H 0.957 1.290 -4.081
H 3.169 -0.654 2.424
H -1.801 -4.603 -2.850
H 0.486 -1.121 -4.373
H 1.315 2.333 -1.194
H -0.238 2.715 -2.502
H -1.158 1.336 -1.887
H -0.937 -0.142 -4.665
H -1.691 2.911 2.130
H 4.024 -1.741 -1.654
H 5.986 0.125 -0.496
H 5.178 -1.006 0.582
H 4.292 -4.099 0.202
H 3.753 1.206 4.005
H 2.045 -1.469 -3.037

=====

[3]
49
Properties=species:S:1:pos:R:3 method="wB97M-V/def2-TZVPD" homo_energy_ha=-0.3261 smiles="O=C(CN1CCN(Cc2ccc(F)cc2)CC1)NCc1ccccc1" de_lowest_kcal_mol=15.8 max_force_ha_per_bohr=0.0087 total_charge=0
F 1.857 4.003 3.011
O -3.135 -2.746 -2.074
N 2.450 0.109 -1.901
N 0.232 -1.631 -1.612
N -2.198 -1.193 -0.720
C -0.728 -2.681 -1.886
C 3.033 1.994 -0.382
C 1.582 -2.101 -1.371
C 0.263 -0.625 -2.659
C -3.241 -0.546 4.067
C -3.390 -0.571 1.290
C 3.494 1.600 0.870
C -2.608 0.440 3.330
C -4.015 -1.561 2.035
C 2.181 3.090 -0.467
C 2.248 3.347 1.897
C 3.380 1.194 -1.615
C -2.157 -2.219 -1.587
C 3.106 2.270 2.016
C 1.782 3.774 0.667
C -2.682 0.427 1.949
C -3.418 -0.601 -0.215
C 1.101 0.558 -2.187
C -3.944 -1.546 3.417
C 2.428 -0.926 -0.886
H 4.170 0.762 0.951
H -0.757 -0.296 -2.869
H 3.460 1.970 2.990
H 1.122 4.625 0.608
H -4.242 -1.214 -0.588
H -3.524 0.418 -0.612
H 1.558 -2.872 -0.598
H 1.829 3.419 -1.434
H 3.453 -1.263 -0.712
H -2.057 1.222 3.832
H 4.371 0.747 -1.504
H -0.528 -3.529 -1.223
H 2.037 -2.524 -2.282
H 0.699 -1.030 -3.588
H -3.186 -0.535 5.146
H -4.439 -2.318 3.989
H -1.310 -0.849 -0.381
H 1.145 1.312 -2.976
H 2.007 -0.561 0.067
H -2.191 1.201 1.376
H 0.618 1.003 -1.298
H -0.689 -3.052 -2.922
H 3.391 1.847 -2.492
H -4.561 -2.343 1.528

=====

[4]
67
Properties=species:S:1:pos:R:3 method="wB97M-V/def2-TZVPD" multiplicity=3 homo_energy_ha="-0.4321 / -0.4320" de_lowest_kcal_mol=0.0 max_force_ha_per_bohr=0.0136 total_charge=+1
Pd 0.016 0.255 -0.468
O 1.908 -0.783 0.282
N -2.806 1.235 -0.724
N -2.352 -0.090 1.350
N -0.299 2.129 0.572
N -1.509 2.282 1.145
N -1.308 -0.808 0.889
N -1.795 0.775 -1.482
C -2.476 -2.092 2.278
C 0.094 -0.137 -3.397
C -0.294 4.037 1.707
C 3.085 -1.469 -0.214
C 3.889 -1.824 1.026
C -1.292 0.296 -3.874
C -1.074 -4.111 0.111
C 2.881 3.352 1.498
C -3.840 1.546 -1.521
C 0.140 -3.833 2.300
C -1.982 -0.853 -4.617
C 3.520 -0.689 1.986
C 0.457 3.184 0.887
C -1.526 3.431 1.835
C -2.172 0.789 -2.759
C -3.069 -0.849 2.191
C 2.228 2.490 -0.785
C 2.039 -0.540 1.711
C 1.850 3.417 0.367
C -0.398 -3.114 1.061
C -1.362 -2.027 1.430
C -3.485 1.278 -2.827
B -2.679 1.323 0.818
H 2.766 -2.335 -0.792
H 1.627 0.443 1.930
H -3.695 1.725 1.299
H 3.561 -2.781 1.433
H -0.656 -4.400 2.787
H -1.380 -1.174 -5.468
H 0.924 -4.538 2.018
H -2.416 3.747 2.354
H 1.852 4.439 -0.020
H 3.727 -0.920 3.029
H 3.631 -0.786 -0.867
H 1.495 2.554 -1.593
H 2.320 1.456 -0.440
H 3.867 3.645 1.133
H 4.054 0.224 1.713
H -2.125 -1.707 -3.951
H 1.458 -1.294 2.245
H 0.020 4.980 2.124
H 3.199 2.769 -1.195
H -1.160 1.121 -4.579
H 0.634 0.692 -2.928
H -1.384 -3.625 -0.816
H -2.806 -2.936 2.860
H -2.959 -0.547 -4.989
H -4.758 1.930 -1.107
H -0.389 -4.924 -0.137
H 0.432 -2.645 0.527
H 4.954 -1.882 0.813
H 0.013 -0.988 -2.708
H 0.545 -3.137 3.035
H -3.954 -0.460 2.666
H 2.606 4.019 2.315
H 0.697 -0.472 -4.240
H 2.953 2.339 1.903
H -1.960 -4.544 0.579
H -4.086 1.417 -3.710

=====

[5]
10
Properties=species:S:1:pos:R:3 method="wB97M-V/def2-TZVPD" homo_energy_ha=-0.3384 smiles=NB1CC1 de_lowest_kcal_mol=14.1 max_force_ha_per_bohr=0.0699 total_charge=0
N 1.861 -0.009 -0.030
C -0.823 0.792 0.010
C -0.811 -0.765 0.022
B 0.529 0.006 -0.010
H -1.400 -1.487 0.632
H 2.379 0.823 -0.241
H 2.450 -0.854 -0.053
H -1.270 1.386 0.868
H -1.295 -1.176 -0.975
H -1.184 1.209 -1.044

=====

[6]
96
Properties=species:S:1:pos:R:3 method="wB97M-V/def2-TZVPD" multiplicity=4 homo_energy_ha="-0.0149 / -0.0957" de_lowest_kcal_mol=0.0 max_force_ha_per_bohr=0.0425 total_charge=-2
As 0.089 -1.042 1.998
V 1.192 0.456 -0.196
Cl 0.368 5.239 0.325
S 3.190 -0.464 0.628
Si 2.603 2.103 -1.405
O -0.535 0.819 -0.972
O -4.073 3.511 1.539
O -1.561 -1.033 -1.650
O -6.856 1.890 -3.708
O 1.415 3.401 2.506
O 1.106 1.710 1.099
O -5.946 3.920 0.497
O -5.365 0.593 -4.640
N 0.919 -0.025 -3.412
N 1.145 -2.330 -3.636
N -5.751 1.311 -3.696
N -4.836 3.358 0.566
N 1.296 -1.261 -1.536
C 1.035 -3.659 -3.084
C -2.111 2.094 3.642
C 4.228 -1.455 2.875
C -1.560 0.160 -1.341
C -3.199 1.837 -0.416
C -0.213 3.636 0.748
C 3.971 1.214 -2.492
C 0.510 -3.566 -1.665
C -0.699 -3.823 2.407
C 1.119 0.217 -4.809
C -0.925 -2.525 2.864
C 1.642 3.248 -2.684
C -2.317 -4.705 3.941
C -4.436 2.510 -0.477
C -1.702 0.960 2.965
C -2.561 -3.422 4.402
C 1.407 -2.575 -0.936
C 3.047 -2.460 4.695
C -3.696 0.759 -2.511
C -1.875 -2.345 3.865
C -4.909 1.472 -2.587
C 1.811 -1.523 2.826
C 3.027 -1.179 2.203
C 0.380 0.974 4.149
C 3.632 3.421 -0.412
C 0.879 2.875 1.541
C 4.242 -2.081 4.100
C -5.284 2.327 -1.560
C -1.381 -4.902 2.938
C 1.186 -2.224 -5.075
C 1.129 -1.224 -2.819
C -2.851 0.952 -1.427
C 1.853 -2.159 4.064
C 0.499 -0.954 -5.556
C -1.266 2.670 4.578
C -0.031 2.103 4.839
C -0.451 0.394 3.201
H -3.062 2.549 3.405
H -3.287 -3.261 5.189
H -6.233 2.840 -1.596
H -0.448 3.103 -0.176
H 2.455 -2.920 -0.964
H 0.354 -4.246 -3.714
H 0.613 -0.853 -6.635
H 2.999 4.000 0.257
H -0.559 -1.009 -5.294
H 4.397 2.949 0.199
H 2.232 -2.246 -5.428
H -2.552 2.007 0.430
H 2.134 3.288 -3.655
H 5.146 -1.151 2.394
H 0.938 0.754 -2.770
H 4.186 1.749 -3.413
H 1.586 4.271 -2.316
H 2.192 0.308 -5.047
H -0.506 -3.167 -1.673
H 1.371 0.570 4.327
H 0.616 2.920 -2.836
H 0.690 -3.105 -5.498
H 0.519 -4.549 -1.193
H 4.119 4.127 -1.084
H 0.633 2.557 5.562
H -2.072 -1.347 4.241
H -1.186 -5.903 2.573
H -1.562 3.579 5.084
H 4.896 1.124 -1.933
H 0.923 -2.420 4.559
H 5.185 -2.266 4.601
H -1.103 3.774 1.365
H -3.440 0.068 -3.298
H 3.665 0.204 -2.748
H 1.111 -2.509 0.118
H 2.023 -4.152 -3.102
H -2.352 0.508 2.217
H -2.856 -5.546 4.358
H 0.036 -3.981 1.622
H 3.049 -2.972 5.649
H 0.626 1.154 -5.073

=====

[7]
47
Properties=species:S:1:pos:R:3 method="wB97M-V/def2-TZVPD" multiplicity=3 homo_energy_ha="-0.1315 / -0.1815" de_lowest_kcal_mol=0.0 max_force_ha_per_bohr=0.0130 total_charge=-1
Au 0.236 -1.152 0.268
S 0.448 1.550 -0.066
S -1.119 -1.387 2.382
S 2.387 -0.804 1.588
S -1.832 -1.778 -1.015
S 4.426 1.295 1.599
S 2.827 3.243 0.106
O 5.283 3.703 0.946
O 1.348 -1.616 -1.513
N -2.434 0.994 1.863
N -0.882 1.113 3.399
N -2.940 0.717 -0.614
N -1.849 0.483 -2.496
C -0.951 -0.093 -3.478
C 2.042 1.698 0.437
C -2.359 1.760 -2.482
C -1.391 2.383 3.241
C 1.971 -3.191 -3.182
C -2.213 -0.144 -1.350
C -1.507 0.278 2.525
C -2.348 2.297 2.291
C 2.813 0.765 1.128
C 4.372 2.919 0.894
C 2.495 -3.642 -0.775
C 1.503 -2.979 -1.738
C -3.035 1.895 -1.317
C 0.141 0.716 4.341
B -3.504 0.483 0.829
H -4.477 1.184 0.956
H -3.567 2.743 -0.925
H 1.266 -2.721 -3.870
H 0.531 -3.500 -1.632
H -2.197 2.455 -3.286
H 2.954 -2.733 -3.320
H 3.489 -3.212 -0.919
H -0.029 -0.416 -2.983
H -0.732 0.657 -4.236
H 1.082 0.522 3.827
H -1.038 3.220 3.817
H 2.189 -3.462 0.256
H -3.701 -0.678 1.003
H 2.541 -4.724 -0.934
H -2.968 3.070 1.872
H 0.277 1.515 5.067
H 2.031 -4.260 -3.405
H -0.164 -0.202 4.838
H -1.415 -0.966 -3.938

=====

[8]
18
Properties=species:S:1:pos:R:3 method="wB97M-V/def2-TZVPD" homo_energy_ha=-0.5217 de_lowest_kcal_mol=20.1 max_force_ha_per_bohr=0.0310 total_charge=+1
O -0.969 -0.180 -0.284
O -0.540 3.088 3.159
N 1.157 -0.740 0.739
C -0.382 -1.116 -1.207
C -0.243 -0.452 -2.577
C 1.028 -1.405 -0.600
H -1.177 -0.611 -3.110
H -0.956 -2.038 -1.291
H 0.500 -1.075 1.438
H 2.093 -0.876 1.126
H 1.771 -1.027 -1.282
H -1.379 3.321 3.578
H 0.889 0.243 0.616
H 0.501 -0.914 -3.206
H -0.205 0.620 -2.479
H -1.880 -0.006 -0.581
H 1.146 -2.465 -0.404
H 0.065 3.826 3.270